Record 1
Entry from OMol25: an isolated molecule of C2H4N2O (the ωB97M-V functional and the def2-TZVPD basis).

Structure (XYZ):
```
9
Properties=species:S:1:pos:R:3:forces:R:3:mulliken_charge:R:1
H -1.71454 0.17168 1.54156 -0.875 0.150 -0.385 0.225
N -0.90038 -0.10791 1.02267 0.411 1.068 0.419 -0.459
C -0.48582 0.72664 0.17420 -0.467 0.400 0.857 -0.074
N 0.86816 0.54531 -0.35696 -0.253 -0.384 0.038 -0.428
C 0.68715 -0.80795 -0.77902 0.424 -0.936 0.121 0.136
O 0.71774 -1.73404 -0.01745 0.989 -0.246 -0.993 -0.436
H -1.01852 1.58457 -0.23352 -0.014 0.115 0.206 0.378
H 1.45839 0.50747 0.48275 -0.195 -0.081 -0.261 0.316
H 0.38781 -0.88577 -1.83425 -0.020 -0.085 -0.002 0.343
```
Forces are in eV/Å.

## Properties
- HOMO-LUMO gap: 0.382 Eh
- HOMO energy: -0.3609 hartree
- LUMO energy: 0.6 eV
- Net charge: 0
- Total energy: -7164.7483 eV
- Relative energy (zero: lowest compared OMol25 entry of this formula, charge and spin): 1.731 eV
- SMILES: [H]/N=C/NC=O
- Strongest force on any atom: 0.028 Eh/bohr

Record 2
Entry from OMol25: C23H24ClN8O2PRh as an isolated structure (the ωB97M-V functional and the def2-TZVPD basis).

Structure (XYZ):
```
60
Properties=species:S:1:pos:R:3:forces:R:3:lowdin_spin:R:1
Rh -0.43276 -0.02303 0.02358 0.022 0.119 -0.010 2.447
N -1.51826 2.13159 0.30994 0.018 0.014 -0.010 0.083
N -1.26360 2.90226 -0.83986 0.008 -0.014 -0.007 0.006
C -0.88876 2.27924 -1.98528 -0.082 0.021 0.093 0.016
N -0.93104 2.95027 -3.11304 0.050 -0.023 -0.023 0.008
N -0.49804 1.00229 -1.81909 0.006 0.024 -0.106 0.108
N -0.35339 0.16110 -2.93740 0.027 0.222 -0.002 0.006
O -0.12270 0.62598 -4.02164 -0.012 -0.020 -0.037 0.015
O -0.45858 -1.00949 -2.65566 -0.007 -0.205 0.056 0.015
H -2.52237 2.00219 0.43075 0.009 0.002 -0.003 0.000
H -1.15948 2.63768 1.11393 -0.010 0.002 -0.004 0.001
H -1.68098 3.82198 -0.89322 0.015 0.007 -0.005 0.002
H -1.32025 3.88035 -3.16169 -0.006 0.001 -0.002 0.001
H -0.57554 2.52207 -3.95831 -0.016 0.011 -0.009 0.000
Cl 0.54748 -2.60872 -0.40953 -0.024 -0.086 -0.009 0.060
C 1.79829 -3.50739 0.43505 0.017 0.046 0.012 0.034
C 2.16557 -4.71686 -0.10712 0.035 -0.008 0.016 0.004
C 3.16333 -5.45523 0.52630 0.023 0.017 0.046 0.047
C 3.78721 -4.97645 1.67200 -0.014 -0.020 -0.043 -0.002
C 3.41310 -3.75765 2.20703 -0.065 0.028 -0.050 0.039
C 2.40496 -2.99561 1.58987 0.038 -0.064 -0.036 0.062
P 1.88165 -1.46370 2.29129 0.001 -0.029 0.104 0.416
C 2.12462 -0.06515 1.18676 0.109 -0.061 -0.104 0.081
C 2.98120 -0.15260 0.07982 -0.045 -0.048 0.070 0.020
C 3.22759 0.97315 -0.68692 0.032 -0.041 -0.027 0.023
C 2.63547 2.19125 -0.36102 0.044 0.029 -0.067 0.023
C 1.78095 2.28419 0.72277 -0.133 0.022 0.133 0.017
C 1.49737 1.15477 1.49697 -0.039 0.054 -0.031 0.034
C 2.49385 -1.17511 3.90505 0.018 -0.004 0.065 0.080
C 2.23153 -2.15590 4.88552 0.014 0.021 -0.007 0.051
C 2.70654 -1.97742 6.16739 -0.005 -0.006 0.005 -0.001
C 3.42416 -0.82640 6.48670 0.004 0.011 -0.003 0.079
C 3.66881 0.15527 5.52687 -0.002 0.004 0.005 0.006
C 3.19764 -0.00260 4.24053 -0.011 -0.015 -0.016 0.046
H 1.68914 -5.08855 -1.00374 -0.012 0.015 -0.004 0.000
H 3.45350 -6.41080 0.11002 0.003 0.000 0.003 0.002
H 4.57104 -5.55174 2.14473 0.000 -0.004 -0.001 0.000
H 3.90919 -3.37858 3.08983 -0.001 -0.001 0.011 0.001
H 3.46850 -1.08995 -0.15691 0.008 0.000 -0.007 0.000
H 3.90781 0.91000 -1.52621 0.003 -0.004 -0.001 0.001
H 2.86859 3.07328 -0.94313 -0.001 0.005 0.001 0.001
H 1.36421 3.24544 0.99831 -0.009 -0.007 0.001 0.000
H 0.90601 1.23990 2.40429 0.010 0.041 -0.004 0.001
H 1.66425 -3.04476 4.63602 0.000 -0.001 -0.004 0.001
H 2.51861 -2.72626 6.92438 -0.002 -0.005 -0.005 -0.001
H 3.79618 -0.69062 7.49373 0.000 -0.004 0.002 0.004
H 4.23858 1.03617 5.78887 0.000 0.001 -0.002 0.000
H 3.40856 0.75155 3.49345 0.003 -0.010 -0.006 0.002
N -4.14135 -0.71217 4.04582 0.020 0.016 -0.013 0.001
C -3.69561 -1.03668 2.82614 0.010 -0.015 0.024 0.004
C -2.52602 -0.47816 2.26323 -0.026 0.004 0.046 0.016
N -2.12465 -0.85277 1.05059 -0.006 -0.036 -0.024 0.104
C -2.83360 -1.75539 0.36182 0.015 0.020 0.014 0.021
C -3.98857 -2.28219 0.93239 0.023 0.002 -0.006 0.006
N -4.40704 -1.93439 2.13059 -0.040 -0.029 -0.015 0.004
H -3.68614 -0.03843 4.63444 0.002 -0.004 -0.002 0.000
H -4.99054 -1.14377 4.37658 -0.002 -0.002 -0.008 0.000
H -1.92568 0.24713 2.79913 -0.004 0.002 0.000 0.002
H -2.48719 -2.05122 -0.61947 0.005 0.002 -0.003 0.004
H -4.57959 -3.01055 0.39003 -0.016 0.002 0.011 0.001
```
Forces are in eV/Å.

## Properties
- Multiplicity: 5
- HOMO-LUMO gap (alpha / beta): 0.309 / 0.194 Eh
- HOMO energy (alpha / beta): -0.6110 / -0.6113 hartree
- LUMO energy (alpha / beta): -8.2 / -11.3 eV
- Net charge: +3
- Total energy: -65045.0102 eV
- Relative energy (zero: lowest compared OMol25 entry of this formula, charge and spin): 0.465 eV
- ⟨S²⟩: 6.0199
- Strongest force on any atom: 0.004 Eh/bohr

Record 3
Entry from OMol25: C24H28CdN9O3S3Se as an isolated structure (the ωB97M-V functional and the def2-TZVPD basis).

Structure (XYZ):
```
69
Properties=species:S:1:pos:R:3:forces:R:3:mulliken_charge:R:1
Cd 0.29981 -1.16338 -0.11262 0.443 -0.422 0.181 1.815
C 0.03265 -3.64494 -1.95206 -0.007 0.037 0.060 -1.506
C 1.17233 -3.78484 -2.70998 0.040 0.017 -0.043 -0.253
C 1.49740 -2.52094 -3.28513 0.055 -0.062 0.011 -0.815
C 0.55474 -1.60201 -2.88190 -0.032 0.074 0.021 -0.466
C -0.37723 -2.26906 -1.99564 -0.205 0.023 -0.027 -0.269
H -0.46816 -4.42253 -1.39219 0.001 -0.004 -0.001 0.358
H 1.75811 -4.68794 -2.81468 -0.003 -0.005 -0.005 0.433
H 2.36493 -2.31411 -3.89748 0.001 0.001 -0.009 0.434
H 0.50283 -0.55988 -3.17189 -0.003 -0.003 0.005 0.451
H -1.41256 -1.96148 -1.88586 0.023 0.024 -0.006 0.920
N -3.19084 3.87306 -5.81698 0.052 0.025 -0.018 -0.592
C -2.98924 3.21673 -4.59835 -0.010 -0.034 0.000 1.115
C -2.48506 1.91446 -4.57510 0.002 0.019 -0.018 -0.851
C -2.24408 1.27844 -3.37295 -0.021 -0.016 0.020 -0.292
C -2.50820 1.93754 -2.17895 -0.049 -0.004 0.000 -0.730
C -2.99737 3.23180 -2.18695 0.021 0.039 -0.039 -0.335
C -3.23967 3.86921 -3.39396 0.004 -0.014 0.048 -0.751
S -2.15586 1.14112 -0.64495 0.173 0.282 -0.200 1.391
O -2.59857 -0.24457 -0.81236 -0.021 0.026 -0.183 -0.974
O -2.81626 1.87180 0.40480 -0.041 -0.059 0.021 -0.788
N -0.57100 1.06293 -0.54903 -0.234 -0.155 0.352 0.209
C 0.10509 2.05523 0.09637 0.054 -0.089 -0.169 -0.252
N 1.32696 1.63095 0.63074 0.010 0.046 -0.008 0.183
C 1.73410 2.30993 1.85746 0.026 0.100 -0.003 0.298
C 1.22679 3.69330 1.97173 0.022 -0.033 0.057 -0.724
C 0.31594 4.09992 1.07623 -0.039 0.006 -0.043 -0.574
N -0.29400 3.29447 0.13057 -0.013 0.083 0.028 -0.512
H -3.31129 3.26203 -6.60818 -0.025 -0.007 0.000 0.231
H -3.88272 4.60412 -5.79341 -0.015 -0.005 0.002 0.223
H -2.27873 1.40230 -5.50798 0.001 -0.002 -0.003 0.292
H -1.85567 0.26758 -3.35784 0.002 -0.012 0.011 0.409
H -3.17022 3.73170 -1.24441 0.000 0.008 0.021 0.465
H -3.61476 4.88637 -3.40449 -0.003 0.001 0.003 0.271
H 2.81509 2.20718 1.99020 0.002 -0.018 0.028 0.232
H 1.60950 4.34948 2.74090 0.016 0.022 -0.028 0.392
H -0.03369 5.12741 1.08107 0.001 0.007 0.009 0.372
C 3.78219 -0.09263 -1.11649 -0.017 -0.027 -0.040 -0.862
N 4.19629 -0.46295 0.22134 -0.043 0.012 0.048 0.337
C 4.84001 0.36709 1.11298 0.024 -0.022 0.077 -0.662
C 4.85087 -0.26459 2.30497 0.088 0.113 -0.050 -0.365
N 4.21990 -1.47354 2.12600 -0.138 0.006 0.110 0.297
C 3.91027 -2.43036 3.16930 0.020 0.073 -0.002 -0.962
C 3.77741 -1.57774 0.85850 0.051 -0.098 -0.251 -0.231
Se 2.81444 -2.96464 0.10390 -0.078 0.108 0.085 -0.231
H 4.47229 0.65776 -1.49920 0.002 -0.003 -0.001 0.308
H 2.77146 0.31834 -1.08826 0.050 0.022 -0.004 0.253
H 3.78338 -0.97590 -1.75095 0.005 -0.008 0.004 0.335
H 5.21504 1.33177 0.82347 -0.003 0.010 0.002 0.472
H 5.22204 0.04372 3.26388 0.011 0.018 0.016 0.400
H 4.51932 -2.19471 4.03887 0.033 -0.011 0.005 0.317
H 4.12608 -3.43460 2.80966 -0.027 0.014 0.024 0.379
H 2.85994 -2.35191 3.44000 -0.082 0.000 -0.018 0.279
O 2.01924 0.31881 3.76425 0.021 -0.076 -0.054 -0.663
S 1.05462 0.82608 2.75904 0.080 -0.097 -0.003 0.224
N 1.43749 0.27668 1.16192 -0.131 0.150 0.014 -0.509
C -2.34969 -2.82739 4.77959 0.004 -0.031 -0.013 -0.860
N -2.89779 -2.30426 3.54848 0.074 0.076 0.031 0.236
C -4.19587 -1.85957 3.35038 -0.064 -0.045 -0.049 -0.429
C -4.24983 -1.34645 2.10574 0.026 -0.078 -0.001 -0.407
N -2.99599 -1.48474 1.55513 0.139 -0.031 0.373 0.332
C -2.14857 -2.04375 2.44627 -0.199 0.102 -0.042 -0.226
S -0.49729 -2.35915 2.29561 0.020 -0.066 -0.231 -0.402
H -3.17179 -3.11373 5.43204 0.002 0.001 0.006 0.303
H -1.72799 -2.07760 5.27003 0.001 -0.003 -0.006 0.309
H -1.72948 -3.69428 4.55975 -0.007 -0.005 0.010 0.323
H -4.95567 -1.96959 4.10191 0.000 0.013 0.023 0.385
H -5.06345 -0.90968 1.55750 0.007 0.045 -0.001 0.456
H -2.70998 -1.06991 0.65965 -0.100 -0.059 -0.136 0.055
```
Forces are in eV/Å.

## Properties
- HOMO-LUMO gap: 0.245 Eh
- HOMO energy: -0.1493 hartree
- LUMO energy: 2.6 eV
- Net charge: -1
- Total energy: -147312.3721 eV
- Relative energy (zero: lowest compared OMol25 entry of this formula, charge and spin): 3.052 eV
- Strongest force on any atom: 0.012 Eh/bohr

Which formula does entry 3 have?
C24H28CdN9O3S3Se